{
  "formula": "CH3F2N",
  "method": "wB97M-V/def2-TZVPD",
  "spin_multiplicity": 3,
  "relative_energy_kj_mol": 180.53,
  "gap_ev": [9.797, 8.975],
  "species": ["C", "N", "F", "F", "H", "H", "H"],
  "coordinates": [[2.281, 1.237, -0.241], [1.829, 1.542, 0.871], [3.214, 0.372, -0.460], [1.887, 0.820, 2.426], [3.137, -1.555, -0.523], [3.323, -1.796, 0.163], [1.027, 2.047, 1.029]],
  "nbo_charge": [0.71, -0.54, -0.27, -0.31, -0.01, 0.01, 0.40]
}

---

{
  "formula": "C2H8N3O",
  "method": "wB97M-V/def2-TZVPD",
  "charge": 1,
  "relative_energy_kj_mol": 604.76,
  "gap_ev": [8.641, 6.951],
  "species": ["C", "C", "N", "N", "N", "O", "H", "H", "H", "H", "H", "H", "H", "H"],
  "coordinates": [[-1.467, 0.027, 0.197], [2.546, 0.211, -0.050], [-2.445, 0.340, -0.634], [-1.339, -1.211, 0.813], [-0.417, 0.833, 0.645], [1.456, -0.444, -0.250], [2.993, 0.418, 1.007], [2.865, 1.108, -0.774], [3.397, -0.462, -0.515], [-2.719, -0.452, -1.206], [-2.630, 1.298, -0.916], [-1.692, -2.128, 0.531], [-0.402, -1.263, 1.231], [-0.315, 1.846, 0.483]],
  "nbo_charge": [0.60, -0.31, -0.72, -0.68, -0.38, -0.36, 0.19, 0.20, 0.30, 0.43, 0.45, 0.44, 0.45, 0.39]
}

---

{
  "formula": "BrH9Si5",
  "method": "wB97M-V/def2-TZVPD",
  "relative_energy_kj_mol": 86.45,
  "gap_ev": 7.903,
  "species": ["Si", "Si", "Si", "Si", "Si", "Br", "H", "H", "H", "H", "H", "H", "H", "H", "H"],
  "coordinates": [[-1.135, -1.698, 0.214], [-1.387, 0.236, 1.407], [0.867, -1.792, -0.738], [-0.065, 1.994, 0.336], [1.794, 1.077, -0.686], [2.104, 1.703, -2.849], [-1.400, -2.875, 0.963], [-2.175, -1.840, -0.721], [-2.609, 0.868, 0.988], [-1.310, 0.630, 2.884], [1.733, -2.499, 0.080], [0.855, -2.223, -2.116], [-0.531, 2.686, -0.907], [0.036, 2.936, 1.447], [3.222, 0.796, -0.303]],
  "nbo_charge": [0.20, 0.20, 0.29, 0.21, 0.40, -0.32, -0.11, -0.10, -0.12, -0.07, -0.15, -0.12, -0.09, -0.11, -0.12]
}

---

{
  "formula": "C24H30N4O5S",
  "method": "wB97M-V/def2-TZVPD",
  "relative_energy_kj_mol": 177.68,
  "smiles": "CC(C)[C@H](NS(=O)(=O)c1ccc2c(c1)oc(=O)n2C)C(=O)N1CCN(Cc2ccccc2)CC1",
  "gap_ev": 9.157,
  "species": ["C", "C", "C", "C", "N", "S", "O", "O", "C", "C", "C", "C", "C", "C", "O", "C", "O", "N", "C", "C", "O", "N", "C", "C", "N", "C", "C", "C", "C", "C", "C", "C", "C", "C", "H", "H", "H", "H", "H", "H", "H", "H", "H", "H", "H", "H", "H", "H", "H", "H", "H", "H", "H", "H", "H", "H", "H", "H", "H", "H", "H", "H", "H", "H"],
  "coordinates": [[1.321, 4.248, 2.152], [0.347, 3.159, 2.592], [-0.983, 3.768, 3.023], [0.110, 2.125, 1.476], [-0.765, 1.068, 1.971], [-1.369, 0.178, 0.679], [-2.522, 0.867, 0.183], [-0.333, -0.103, -0.281], [-1.851, -1.333, 1.497], [-3.188, -1.559, 1.773], [-3.591, -2.714, 2.427], [-2.599, -3.612, 2.784], [-1.245, -3.364, 2.495], [-0.842, -2.218, 1.847], [-0.496, -4.404, 2.955], [-1.338, -5.310, 3.528], [-1.003, -6.342, 4.030], [-2.629, -4.826, 3.424], [-3.781, -5.525, 3.923], [1.418, 1.427, 1.077], [1.801, 0.509, 1.792], [2.123, 1.855, 0.019], [1.691, 2.779, -1.005], [1.237, 2.000, -2.240], [2.339, 1.184, -2.725], [1.988, 0.511, -3.964], [1.834, 1.499, -5.089], [2.798, 2.483, -5.276], [2.679, 3.394, -6.309], [1.597, 3.329, -7.172], [0.634, 2.352, -6.992], [0.750, 1.444, -5.953], [2.739, 0.245, -1.689], [3.212, 1.024, -0.463], [2.273, 3.822, 1.847], [0.910, 4.819, 1.322], [1.500, 4.933, 2.977], [0.784, 2.617, 3.438], [-1.415, 4.345, 2.208], [-1.682, 2.983, 3.295], [-0.838, 4.427, 3.876], [-0.412, 2.574, 0.630], [-0.194, 0.455, 2.550], [-3.900, -0.814, 1.457], [-4.629, -2.905, 2.646], [0.188, -2.008, 1.610], [-4.291, -4.927, 4.681], [-3.430, -6.455, 4.367], [-4.474, -5.746, 3.109], [0.891, 3.421, -0.647], [2.552, 3.403, -1.269], [0.947, 2.697, -3.030], [0.368, 1.378, -1.968], [2.806, -0.176, -4.210], [1.066, -0.087, -3.855], [3.635, 2.526, -4.596], [3.433, 4.156, -6.445], [1.505, 4.039, -7.981], [-0.213, 2.298, -7.661], [-0.007, 0.686, -5.814], [3.556, -0.373, -2.068], [1.901, -0.405, -1.387], [3.504, 0.344, 0.337], [4.053, 1.672, -0.730]],
  "nbo_charge": [-0.61, -0.19, -0.61, -0.17, -0.84, 2.31, -0.94, -0.96, -0.35, -0.16, -0.28, 0.20, 0.25, -0.22, -0.43, 0.87, -0.59, -0.44, -0.42, 0.71, -0.68, -0.44, -0.21, -0.26, -0.45, -0.26, 0.06, -0.24, -0.21, -0.22, -0.21, -0.23, -0.23, -0.23, 0.22, 0.20, 0.22, 0.21, 0.20, 0.23, 0.21, 0.22, 0.41, 0.25, 0.23, 0.27, 0.21, 0.25, 0.21, 0.21, 0.21, 0.21, 0.20, 0.21, 0.18, 0.22, 0.21, 0.21, 0.21, 0.21, 0.20, 0.19, 0.25, 0.20]
}

---

{
  "formula": "C14H13BrIN6O4",
  "method": "wB97M-V/def2-TZVPD",
  "charge": 1,
  "gap_ev": 6.873,
  "species": ["Br", "N", "C", "N", "C", "N", "N", "I", "H", "H", "H", "C", "C", "C", "C", "C", "C", "N", "O", "O", "H", "H", "H", "H", "H", "C", "C", "C", "C", "C", "C", "N", "O", "O", "H", "H", "H", "H", "H"],
  "coordinates": [[3.311, -1.284, 1.392], [4.683, -2.427, 1.925], [5.687, -2.717, 1.118], [5.832, -2.284, -0.146], [6.963, -2.796, -0.567], [7.555, -3.545, 0.360], [6.735, -3.505, 1.465], [7.105, -4.455, 3.203], [4.678, -2.809, 2.857], [7.402, -2.657, -1.541], [8.420, -4.058, 0.333], [-1.602, 3.736, -0.892], [-1.455, 3.909, 0.478], [-0.487, 3.202, 1.167], [0.321, 2.328, 0.459], [0.192, 2.137, -0.905], [-0.782, 2.852, -1.581], [1.351, 1.590, 1.185], [1.451, 1.743, 2.378], [2.086, 0.841, 0.538], [-2.363, 4.290, -1.424], [-2.102, 4.589, 1.012], [-0.367, 3.323, 2.233], [0.838, 1.447, -1.427], [-0.901, 2.718, -2.647], [-5.058, -1.928, -1.871], [-4.672, -2.126, -0.551], [-4.342, -1.044, 0.247], [-4.407, 0.224, -0.299], [-4.785, 0.446, -1.609], [-5.111, -0.644, -2.399], [-4.070, 1.379, 0.549], [-3.712, 1.162, 1.689], [-4.157, 2.486, 0.056], [-5.321, -2.775, -2.488], [-4.634, -3.126, -0.141], [-4.043, -1.181, 1.275], [-4.828, 1.450, -2.003], [-5.413, -0.491, -3.425]],
  "nbo_charge": [0.38, -0.68, 0.54, -0.45, 0.28, -0.36, -0.38, 0.50, 0.43, 0.25, 0.45, -0.15, -0.19, -0.20, 0.07, -0.21, -0.22, 0.53, -0.34, -0.44, 0.23, 0.24, 0.25, 0.25, 0.23, -0.18, -0.21, -0.21, 0.08, -0.21, -0.21, 0.52, -0.38, -0.38, 0.22, 0.22, 0.25, 0.25, 0.23]
}

---

{
  "formula": "C4H16NO2S",
  "method": "wB97M-V/def2-TZVPD",
  "charge": 1,
  "relative_energy_kj_mol": 378.42,
  "gap_ev": 9.697,
  "species": ["C", "C", "C", "C", "S", "N", "H", "H", "H", "H", "H", "H", "H", "H", "H", "H", "H", "H", "H", "H", "O", "H", "H", "O"],
  "coordinates": [[-1.757, 0.477, 1.171], [-0.845, -0.471, 0.403], [-1.456, -0.893, -0.908], [-0.637, -0.868, -2.195], [1.064, -0.825, -2.374], [0.542, 0.369, 0.058], [-1.757, 1.439, 0.525], [-1.500, 0.630, 2.313], [-2.575, -0.194, 1.300], [-0.523, -1.432, 1.184], [-1.604, -2.010, -0.716], [-2.413, -0.178, -0.833], [-1.251, -0.119, -2.870], [-0.858, -1.788, -2.649], [1.547, 0.460, -2.775], [1.352, -0.285, -0.133], [0.745, 0.926, 0.764], [0.269, 1.127, -0.702], [2.043, 3.248, 1.089], [1.260, 2.720, 2.067], [1.505, 2.468, 1.144], [2.256, -2.377, 1.115], [2.609, -0.949, 1.701], [1.986, -1.473, 1.321]],
  "nbo_charge": [-0.67, 0.01, -0.48, -0.63, 0.01, -0.75, 0.22, 0.24, 0.25, 0.26, 0.25, 0.25, 0.26, 0.26, 0.15, 0.49, 0.42, 0.42, 0.50, 0.49, -0.97, 0.51, 0.49, -0.97]
}

---

{
  "formula": "C3H6O2",
  "method": "wB97M-V/def2-TZVPD",
  "relative_energy_kj_mol": 209.16,
  "smiles": "OC1COC1",
  "gap_ev": 11.176,
  "species": ["O", "C", "C", "O", "C", "H", "H", "H", "H", "H", "H"],
  "coordinates": [[1.550, -0.626, 0.316], [0.223, -0.279, 0.647], [-0.062, 1.143, 0.113], [-0.652, 0.559, -1.069], [-0.765, -0.738, -0.429], [1.628, -0.455, -0.635], [0.053, -0.563, 1.686], [-0.770, 1.839, 0.570], [0.892, 1.688, 0.017], [-1.782, -0.975, -0.080], [-0.421, -1.567, -1.062]],
  "nbo_charge": [-0.70, 0.05, -0.10, -0.54, -0.09, 0.46, 0.19, 0.18, 0.18, 0.18, 0.18]
}

---

Please write out number 1 again, unchanged.
{
  "formula": "CH3F2N",
  "method": "wB97M-V/def2-TZVPD",
  "spin_multiplicity": 3,
  "relative_energy_kj_mol": 180.53,
  "gap_ev": [9.797, 8.975],
  "species": ["C", "N", "F", "F", "H", "H", "H"],
  "coordinates": [[2.281, 1.237, -0.241], [1.829, 1.542, 0.871], [3.214, 0.372, -0.460], [1.887, 0.820, 2.426], [3.137, -1.555, -0.523], [3.323, -1.796, 0.163], [1.027, 2.047, 1.029]],
  "nbo_charge": [0.71, -0.54, -0.27, -0.31, -0.01, 0.01, 0.40]
}

---

- Which formula does entry 4 have?
  C24H30N4O5S